77
Properties=species:S:1:pos:R:3:lowdin_spin:R:1 method="wB97M-V/def2-TZVPD" relative_energy_kcal_mol=29.0 molar_mass_g_mol=760.89 spin_multiplicity=5 total_charge=0 s_squared=6.05 max_force_ha_per_bohr=0.0184 gap_ev="3.8626 / 6.2495" e_lumo_ev="-1.6 / -1.7"
Ru -0.596 0.185 0.923 1.7629
C -1.669 -0.098 4.477 0.0000
C -0.239 -0.135 4.076 -0.0154
N 0.217 0.019 2.845 0.0633
C 1.620 -0.056 2.890 0.0849
C 1.987 -0.240 4.241 0.2143
N 0.775 -0.282 4.927 0.0727
C 3.210 -0.321 5.012 0.0639
O 4.368 -0.277 4.357 0.0250
O 3.158 -0.418 6.226 0.0819
C 2.416 0.052 1.755 0.2137
O 3.682 0.046 1.728 0.1748
O 1.797 0.193 0.506 0.1050
H -2.283 0.054 3.591 0.0034
H -1.850 0.714 5.184 -0.0013
H -1.955 -1.040 4.945 0.0011
H 0.733 -0.452 5.920 0.0026
H 4.221 -0.175 3.387 -0.0013
C -2.735 -2.674 -2.194 0.0003
Si -1.056 -1.924 -2.610 -0.0059
C -0.990 -1.635 -4.474 -0.0021
C 0.358 -3.093 -2.185 0.0009
Si -0.990 0.111 -1.376 -0.0323
Si -1.312 2.023 -2.743 -0.0025
C -0.600 3.543 -1.878 0.0007
C -0.623 1.988 -4.495 -0.0006
C -3.195 2.204 -2.854 -0.0013
Si 3.010 0.271 -0.722 0.0063
C 4.101 -1.229 -0.972 0.0016
C 3.904 1.915 -0.639 0.0015
C 1.891 0.356 -2.236 -0.0031
H -2.871 -3.634 -2.699 0.0000
H -3.544 -2.013 -2.520 0.0001
H -2.845 -2.836 -1.119 0.0009
H -1.025 -2.602 -4.983 -0.0004
H -0.069 -1.131 -4.776 0.0000
H -1.838 -1.040 -4.824 0.0000
H 0.035 -4.127 -2.333 0.0003
H 0.675 -2.984 -1.147 0.0005
H 1.222 -2.918 -2.831 0.0000
H 0.490 3.574 -1.972 0.0000
H -0.845 3.542 -0.814 0.0002
H -0.997 4.464 -2.313 0.0001
H 0.468 1.934 -4.506 0.0000
H -0.921 2.900 -5.018 -0.0001
H -1.007 1.136 -5.061 0.0000
H -3.618 2.560 -1.911 0.0001
H -3.676 1.252 -3.096 -0.0001
H -3.466 2.919 -3.634 -0.0002
H 4.272 -1.770 -0.043 0.0001
H 5.076 -0.896 -1.339 0.0002
H 3.684 -1.919 -1.710 0.0000
H 4.402 2.047 0.320 0.0000
H 3.220 2.753 -0.800 0.0000
H 4.668 1.959 -1.422 0.0003
H 1.297 -0.556 -2.365 -0.0007
H 2.516 0.457 -3.129 -0.0004
H 1.221 1.224 -2.214 -0.0007
N -2.566 -2.341 1.357 0.0546
C -1.261 -2.783 1.208 0.1326
O -0.358 -1.968 0.799 0.1514
C -0.989 -4.117 1.502 0.2798
I -0.792 -3.843 4.254 0.4655
H -2.677 -1.346 1.429 0.0157
H -3.146 -2.880 1.980 0.0030
H -0.007 -4.518 1.311 0.0011
H -1.802 -4.808 1.667 0.0012
C 0.267 3.099 1.775 0.0171
O -1.166 2.942 1.674 0.0057
C -1.622 1.797 1.267 0.0221
C -3.121 1.827 1.249 0.0186
H 0.593 2.830 2.777 0.0007
H 0.482 4.147 1.586 0.0010
H 0.776 2.472 1.042 0.0090
H -3.459 2.752 0.776 0.0031
H -3.498 1.838 2.275 -0.0018
H -3.533 0.975 0.716 0.0041